Record 1
Below is a single H3IP2S2 molecule at a distorted geometry, with properties calculated with the ωB97M-V functional and the def2-TZVPD basis.

The geometry in XYZ format:
```
8
Properties=species:S:1:pos:R:3:forces:R:3:lowdin_charge:R:1
P 0.57683 1.63446 0.65241 0.5 0.0 0.7 0.161
P 0.09315 -0.26001 -0.27516 -1.0 2.5 -2.9 -0.359
S 1.28631 -0.57272 -1.75897 0.0 0.0 0.2 0.098
S -1.96391 -0.07873 -0.80055 0.2 -2.5 -0.5 0.372
I -0.70499 1.68920 2.77163 0.0 -0.1 -0.4 0.240
H 1.53699 0.78131 1.26130 0.4 0.6 0.0 -0.165
H 0.24113 -1.10175 0.69706 -0.3 -2.2 2.3 -0.105
H -2.26235 1.13875 -0.52434 0.2 1.8 0.7 -0.242
```
Positions in Å, forces in eV/Å.

Structure (SMILES): S=[P@H](S)PI
Kohn-Sham gap: 0.30972 hartree
E: -1778.58170 a.u.
Energy relative to the best compared isomer or geometry (same formula, charge and spin): 0.596 eV
Molecular weight: 256.0 g mol⁻¹

=====

Record 2
Below is 3 unconnected molecules or ions with the total composition C6H18O2 at a distorted geometry, with properties calculated with the ωB97M-V functional and the def2-TZVPD basis.

The geometry in XYZ format:
```
26
Properties=species:S:1:pos:R:3:forces:R:3:lowdin_charge:R:1
C -1.47116 -2.36918 -0.65044 0.4 0.0 0.2 -0.095
C -0.28181 -1.41035 -0.48965 0.2 -0.2 0.0 -0.271
C -0.08446 -0.47600 -1.68502 -0.5 1.2 0.3 -0.212
C -0.91044 0.82789 -1.56688 -0.5 -0.2 0.6 -0.214
C -0.71007 1.58914 -0.24542 0.0 -0.2 0.4 -0.251
C 0.75142 1.93383 0.10457 -0.2 0.7 -0.1 -0.103
H -2.28452 -1.92899 -1.22656 0.1 0.0 -0.2 0.070
H -1.13585 -3.29332 -1.11975 -0.3 0.0 -0.1 0.070
H -1.88730 -2.60092 0.32868 0.0 -0.2 0.0 0.069
H -0.41490 -0.90802 0.46639 0.1 0.5 -0.2 0.085
H 0.66534 -1.94395 -0.35922 -0.2 -0.5 0.0 0.097
H 0.95409 -0.15444 -1.78904 0.1 -0.4 -0.1 0.089
H -0.39807 -0.97661 -2.60168 0.3 -0.1 -0.1 0.108
H -1.97081 0.55336 -1.57981 0.0 0.1 -0.3 0.102
H -0.74506 1.50922 -2.40319 0.2 -0.2 -0.1 0.107
H -1.27236 2.52483 -0.25817 -0.1 0.0 -0.3 0.098
H -1.21543 1.02791 0.54503 0.3 -0.1 0.1 0.095
H 0.79389 3.01802 0.21875 0.4 0.0 -0.3 0.069
H 1.42090 1.60464 -0.69349 0.0 0.3 -0.1 0.066
H 1.19719 1.52303 1.00799 -0.8 0.1 -0.2 0.027
H 0.58632 0.91912 3.17888 0.1 -0.2 -0.4 0.009
H 0.95249 -0.59484 3.27597 0.1 0.3 -0.4 0.009
O 0.59656 0.15567 3.75458 -0.4 -0.1 1.1 -0.065
H 2.03410 -0.51007 0.58324 0.1 0.1 0.2 0.047
H 2.85682 0.14165 1.72092 0.0 -0.1 -0.1 0.076
O 1.97314 -0.16164 1.48332 0.7 -0.9 0.0 -0.082
```
Positions in Å, forces in eV/Å.

Structure (SMILES): CCCCCC.O.O
Kohn-Sham gap: 0.41363 hartree
E: -389.85301 a.u.
Energy relative to the best compared isomer or geometry (same formula, charge and spin): 0.507 eV
Molecular weight: 122.2 g mol⁻¹

=====

Record 3
Below is a molecular structure, C36H42AsN7PPd, with properties calculated with the ωB97M-V functional and the def2-TZVPD basis.

The geometry in XYZ format:
```
88
Properties=species:S:1:pos:R:3:forces:R:3:lowdin_charge:R:1
Pd -0.75582 -0.22017 0.17238 -0.2 -0.1 -0.1 0.694
C 2.26935 4.35370 -1.55208 0.0 0.0 0.0 -0.023
N 1.39962 3.58278 -0.67364 0.0 0.0 0.0 -0.126
C 0.82385 4.03868 0.47935 0.0 0.0 0.0 -0.040
C 0.09734 2.99709 0.98460 0.0 0.0 0.0 -0.109
N 0.22048 1.92128 0.15947 0.0 -0.1 0.0 0.004
C 1.00861 2.28842 -0.83328 0.0 0.1 0.0 -0.464
P 1.56721 1.22384 -2.19996 0.0 0.0 0.0 1.168
C -0.04707 0.52936 -2.68938 0.0 0.0 0.0 -0.443
N -0.95879 -0.01113 -1.89388 -0.1 0.0 0.0 -0.070
C -2.00758 -0.39324 -2.68071 0.0 0.0 0.0 -0.105
C -1.72553 -0.07943 -3.97665 0.0 0.0 0.0 -0.038
N -0.48873 0.50194 -3.97222 0.0 0.0 -0.1 -0.124
C 0.21621 1.00048 -5.14741 0.0 0.0 0.0 -0.020
C 2.18127 -0.16913 -1.20654 0.1 0.0 0.0 -0.468
N 1.50382 -0.79189 -0.26297 0.0 0.0 0.1 0.013
C 2.34116 -1.72099 0.27636 0.0 0.0 0.0 -0.112
C 3.54911 -1.66301 -0.36091 0.0 0.0 0.0 -0.041
N 3.44193 -0.67544 -1.30054 0.0 0.0 0.0 -0.127
C 4.49372 -0.25421 -2.21604 0.0 0.0 0.0 -0.023
H 2.35558 5.36048 -1.15416 0.0 0.0 0.0 0.094
H 3.26127 3.90883 -1.59921 0.0 0.0 0.0 0.087
H 1.85074 4.40705 -2.55475 0.0 0.0 0.0 0.088
H 0.97603 5.04423 0.83092 0.0 0.0 0.0 0.125
H -0.49365 2.95883 1.88443 0.0 0.0 0.0 0.107
H -2.88495 -0.85823 -2.26816 0.0 0.0 0.0 0.096
H -2.28813 -0.21422 -4.88362 0.0 0.0 0.0 0.128
H -0.40914 0.83179 -6.01903 0.0 0.0 0.0 0.095
H 0.41011 2.06647 -5.05292 0.0 0.0 0.0 0.089
H 1.15776 0.47266 -5.28077 0.0 0.0 0.0 0.089
H 2.03319 -2.35738 1.08952 0.0 0.0 0.0 0.114
H 4.45775 -2.22435 -0.22932 0.0 0.0 0.0 0.125
H 5.36329 -0.88461 -2.05513 0.0 0.0 0.0 0.094
H 4.16841 -0.36155 -3.24859 0.0 0.0 0.0 0.087
H 4.77278 0.78146 -2.03229 0.0 0.0 0.0 0.087
C -2.22308 -7.29529 3.10089 0.0 0.0 0.0 -0.040
C -2.34236 -5.86101 2.66616 0.0 0.0 0.0 -0.251
C -3.00183 -4.92292 3.44912 0.0 0.0 0.0 -0.003
C -3.10981 -3.59051 3.07113 -0.1 0.0 0.1 -0.271
C -3.89780 -2.65807 3.95935 0.0 -0.1 0.0 -0.044
C -2.51947 -3.18552 1.86856 0.1 0.1 -0.2 -0.273
As -2.45172 -1.29477 1.43386 0.5 0.0 -0.1 1.278
N -0.96805 -0.60623 2.09391 -0.4 0.3 0.2 -0.345
C -0.13354 -0.57802 3.18878 0.1 -0.1 0.0 -0.372
C 1.08758 0.10475 3.11362 0.0 0.0 0.0 -0.068
C 1.93727 0.15577 4.20718 0.0 0.0 0.0 -0.095
C 1.60195 -0.46696 5.40146 0.0 0.0 0.0 -0.108
C 0.39860 -1.15170 5.47880 0.0 0.0 0.0 -0.088
C -0.45862 -1.21397 4.39128 0.0 0.0 0.0 -0.043
C -4.13865 -0.45640 1.87793 0.1 0.0 0.1 -0.295
C -4.28597 0.61556 2.76129 0.0 0.1 0.0 -0.266
C -3.14537 1.25876 3.50785 0.0 -0.1 -0.1 -0.042
C -5.57257 1.10280 2.98561 0.0 0.0 0.0 -0.004
C -6.69087 0.56522 2.36767 0.0 0.0 0.0 -0.253
C -8.06833 1.10476 2.63520 0.0 0.0 0.0 -0.041
C -6.50614 -0.49247 1.48194 -0.1 0.0 0.0 -0.009
C -5.24875 -1.01220 1.22504 0.1 -0.1 -0.1 -0.293
C -5.10577 -2.16152 0.25753 -0.1 0.0 0.0 -0.056
C -1.89289 -4.11897 1.02759 0.0 -0.1 0.0 -0.269
C -1.32330 -3.82367 -0.34108 0.0 0.0 0.1 -0.067
C -1.80918 -5.43967 1.45633 -0.1 0.0 0.0 -0.013
H -2.69947 -7.45803 4.06604 0.0 0.0 0.0 0.077
H -1.17564 -7.58818 3.18497 0.0 0.0 0.0 0.086
H -2.69090 -7.96091 2.37404 0.0 0.0 0.0 0.086
H -3.44671 -5.23455 4.38752 0.0 0.0 0.0 0.120
H -4.01984 -3.09768 4.94755 0.0 0.0 0.0 0.088
H -4.89399 -2.47556 3.54676 0.0 0.0 0.0 0.092
H -3.42961 -1.68085 4.07982 0.0 -0.1 0.0 0.045
H 1.35528 0.58998 2.18330 0.0 0.0 0.0 0.073
H 2.87439 0.69274 4.12307 0.0 0.0 0.0 0.101
H 2.26661 -0.42276 6.25321 0.0 0.0 0.0 0.098
H 0.12083 -1.65296 6.39789 0.0 0.0 0.0 0.105
H -1.38118 -1.77296 4.46072 0.0 0.0 0.0 0.082
H -2.24912 1.33748 2.89846 0.0 0.0 0.0 0.046
H -2.87822 0.68097 4.39628 0.0 0.0 0.0 0.085
H -3.43653 2.25411 3.84029 0.0 0.0 0.0 0.082
H -5.69459 1.93450 3.67088 0.0 0.0 0.0 0.119
H -8.04017 1.92698 3.34808 0.0 0.0 0.0 0.077
H -8.71717 0.32642 3.03949 0.0 0.0 0.0 0.086
H -8.52945 1.46739 1.71527 0.0 0.0 0.0 0.086
H -7.36558 -0.92427 0.98025 0.0 0.0 0.0 0.123
H -6.07214 -2.42941 -0.16507 0.0 0.0 0.0 0.085
H -4.69031 -3.05329 0.73257 -0.1 0.1 0.0 0.071
H -4.44398 -1.89539 -0.57235 0.0 0.0 0.0 0.061
H -1.64092 -2.86960 -0.74668 -0.1 0.1 0.0 0.011
H -1.62827 -4.60800 -1.03534 0.0 0.0 0.0 0.085
H -0.23109 -3.81741 -0.31429 0.0 0.0 0.0 0.080
H -1.32086 -6.16253 0.81042 0.0 0.0 0.0 0.127
```
Positions in Å, forces in eV/Å.

Kohn-Sham gap: 0.26181 hartree
E: -4485.15647 a.u.
Charge: +1
Energy relative to the best compared isomer or geometry (same formula, charge and spin): 0.000 eV
Molecular weight: 785.1 g mol⁻¹

=====

Record 4
Below is a molecular structure, C6H13NO2Sn at a distorted geometry, with properties calculated with the ωB97M-V functional and the def2-TZVPD basis.

The geometry in XYZ format:
```
23
Properties=species:S:1:pos:R:3:forces:R:3:lowdin_charge:R:1
Sn -16.22218 6.04684 -12.27696 -6.7 -6.2 14.2 1.454
C -18.79209 4.94526 -14.34943 -0.6 0.5 -0.1 0.043
C -17.52608 5.57485 -14.71459 -2.9 -1.4 -5.7 -0.366
O -16.88519 6.06567 -13.82808 -1.1 2.7 -9.7 -0.209
C -17.06004 5.69362 -16.19120 0.6 -0.8 2.7 0.080
H -18.67547 3.86582 -14.25295 0.0 -0.2 -0.1 0.142
H -19.53109 5.15365 -15.12309 -0.1 -0.3 -0.1 0.129
H -19.13362 5.36776 -13.40447 -0.1 -0.3 0.0 0.106
H -16.97307 4.65686 -16.51629 -0.6 0.0 -0.6 0.120
H -16.02297 6.02666 -16.15049 -0.2 0.6 -0.3 0.100
H -17.75195 6.33009 -16.74281 0.1 -0.3 -0.2 0.126
C -12.97353 8.44469 -12.59066 -1.4 -1.0 -0.2 0.065
C -13.94713 7.56466 -11.70959 7.6 7.6 3.2 -0.429
O -14.65990 6.73129 -12.19908 7.0 1.1 -2.1 -0.188
N -13.84953 7.90400 -10.40897 -1.8 -3.3 -1.4 0.106
C -14.62575 7.16819 -9.33618 -0.1 2.3 -0.2 0.012
H -13.60210 9.14236 -13.14408 -0.1 0.6 0.4 0.101
H -12.55772 7.90640 -13.44239 0.2 -0.6 0.4 0.101
H -12.17749 8.93489 -12.03020 -0.3 0.0 0.0 0.101
H -13.26965 8.67665 -10.11426 0.2 -0.1 -0.3 0.168
H -14.97242 8.03693 -8.77653 -0.3 -0.4 0.6 0.107
H -14.04935 6.52212 -8.67403 0.2 -0.1 -0.5 0.115
H -15.53393 6.72423 -9.74386 0.4 -0.3 0.0 0.017
```
Positions in Å, forces in eV/Å.

Kohn-Sham gap: 0.30212 hartree
E: -655.17978 a.u.
Charge: +2
Molecular weight: 249.9 g mol⁻¹

=====

Record 5
Below is 2 unconnected molecules or ions with the total composition CH2F2O, with properties calculated with the ωB97M-V functional and the def2-TZVPD basis.

The geometry in XYZ format:
```
6
Properties=species:S:1:pos:R:3:forces:R:3:lowdin_charge:R:1
C 0.73363 0.93981 -1.13244 0.3 0.0 0.0 -0.115
O 0.04337 -0.73872 1.16095 0.1 0.2 -0.1 -0.064
F -0.17568 1.80712 -0.79665 -0.1 -0.1 -0.1 0.054
F 0.14661 0.13490 -1.97874 -0.1 0.1 0.1 0.045
H -0.21441 -1.60704 0.84505 -0.1 -0.1 0.1 0.039
H -0.53352 -0.53608 1.90182 -0.1 -0.1 0.0 0.041
```
Positions in Å, forces in eV/Å.

Kohn-Sham gap: 0.41907 hartree
E: -314.19176 a.u.
Energy relative to the best compared isomer or geometry (same formula, charge and spin): 2.290 eV
Molecular weight: 68.0 g mol⁻¹

=====

Record 6
Below is 2 unconnected molecules or ions with the total composition C3H8N2O at a distorted geometry, with properties calculated with the ωB97M-V functional and the def2-TZVPD basis.

The geometry in XYZ format:
```
14
Properties=species:S:1:pos:R:3:forces:R:3:lowdin_charge:R:1
C 2.88353 0.22587 1.47833 0.7 0.6 0.0 -0.036
C 1.56143 0.19164 1.37288 -0.7 -2.0 -0.3 -0.293
N 0.90237 0.09277 0.14641 0.7 0.7 -1.1 0.019
H 3.50209 0.22499 0.58381 -0.1 0.1 0.0 0.046
H 3.44917 0.33206 2.39627 -0.4 -0.1 0.1 0.039
H 0.89814 -0.03188 2.19050 0.0 0.6 0.6 0.097
H 1.59509 0.02962 -0.58629 0.0 0.2 -0.3 0.080
H 0.17079 -0.55309 -0.14873 0.2 0.0 1.1 0.043
C -2.09327 -0.41921 -0.99186 -0.6 0.1 0.7 -0.413
N -2.01109 0.80138 -0.39251 0.0 0.3 -0.4 0.112
O -1.17707 -1.03336 -1.48247 0.2 -0.2 -0.1 0.003
H -3.09801 -0.85798 -0.83836 0.0 0.0 -0.5 0.129
H -2.81711 1.40124 -0.47150 -0.1 -0.2 0.3 0.095
H -1.12177 1.27937 -0.39009 0.2 -0.1 -0.2 0.080
```
Positions in Å, forces in eV/Å.

Structure (SMILES): C=CN.NC=O
Kohn-Sham gap: 0.33526 hartree
E: -303.83467 a.u.
Energy relative to the best compared isomer or geometry (same formula, charge and spin): 1.564 eV
Molecular weight: 88.1 g mol⁻¹

=====

What did the second record say?
Below is 3 unconnected molecules or ions with the total composition C6H18O2 at a distorted geometry, with properties calculated with the ωB97M-V functional and the def2-TZVPD basis.

The geometry in XYZ format:
```
26
Properties=species:S:1:pos:R:3:forces:R:3:lowdin_charge:R:1
C -1.47116 -2.36918 -0.65044 0.4 0.0 0.2 -0.095
C -0.28181 -1.41035 -0.48965 0.2 -0.2 0.0 -0.271
C -0.08446 -0.47600 -1.68502 -0.5 1.2 0.3 -0.212
C -0.91044 0.82789 -1.56688 -0.5 -0.2 0.6 -0.214
C -0.71007 1.58914 -0.24542 0.0 -0.2 0.4 -0.251
C 0.75142 1.93383 0.10457 -0.2 0.7 -0.1 -0.103
H -2.28452 -1.92899 -1.22656 0.1 0.0 -0.2 0.070
H -1.13585 -3.29332 -1.11975 -0.3 0.0 -0.1 0.070
H -1.88730 -2.60092 0.32868 0.0 -0.2 0.0 0.069
H -0.41490 -0.90802 0.46639 0.1 0.5 -0.2 0.085
H 0.66534 -1.94395 -0.35922 -0.2 -0.5 0.0 0.097
H 0.95409 -0.15444 -1.78904 0.1 -0.4 -0.1 0.089
H -0.39807 -0.97661 -2.60168 0.3 -0.1 -0.1 0.108
H -1.97081 0.55336 -1.57981 0.0 0.1 -0.3 0.102
H -0.74506 1.50922 -2.40319 0.2 -0.2 -0.1 0.107
H -1.27236 2.52483 -0.25817 -0.1 0.0 -0.3 0.098
H -1.21543 1.02791 0.54503 0.3 -0.1 0.1 0.095
H 0.79389 3.01802 0.21875 0.4 0.0 -0.3 0.069
H 1.42090 1.60464 -0.69349 0.0 0.3 -0.1 0.066
H 1.19719 1.52303 1.00799 -0.8 0.1 -0.2 0.027
H 0.58632 0.91912 3.17888 0.1 -0.2 -0.4 0.009
H 0.95249 -0.59484 3.27597 0.1 0.3 -0.4 0.009
O 0.59656 0.15567 3.75458 -0.4 -0.1 1.1 -0.065
H 2.03410 -0.51007 0.58324 0.1 0.1 0.2 0.047
H 2.85682 0.14165 1.72092 0.0 -0.1 -0.1 0.076
O 1.97314 -0.16164 1.48332 0.7 -0.9 0.0 -0.082
```
Positions in Å, forces in eV/Å.

Structure (SMILES): CCCCCC.O.O
Kohn-Sham gap: 0.41363 hartree
E: -389.85301 a.u.
Energy relative to the best compared isomer or geometry (same formula, charge and spin): 0.507 eV
Molecular weight: 122.2 g mol⁻¹